# C36H96O12

12 unconnected molecules or ions with the total composition C36H96O12 (wB97M-V/def2-TZVPD, the Open Molecules 2025 dataset).

Element x y z (Å)
C: -3.86171 -2.96065 0.25371
C: -3.24840 -4.08978 -0.59288
C: -3.63472 -4.01488 -2.11541
O: -1.81851 -3.87212 -0.56363
H: -3.98638 -2.02101 -0.35031
H: -3.21801 -2.75847 1.09791
H: -4.82241 -3.29744 0.56080
H: -3.55739 -5.03132 -0.12941
H: -4.72671 -4.04713 -2.16493
H: -3.33227 -4.94075 -2.52033
H: -3.10278 -3.15068 -2.53554
H: -1.49530 -4.08209 0.32913
C: 3.42315 2.18754 4.80071
C: 2.12294 2.97502 4.66347
C: 2.50266 4.36531 4.06723
O: 1.10247 2.30155 3.88465
H: 4.07314 2.77513 5.48674
H: 3.90119 2.00038 3.82061
H: 3.18188 1.19210 5.10749
H: 1.76695 3.11463 5.67944
H: 3.06173 4.90531 4.78936
H: 1.64821 5.00561 3.71185
H: 3.12549 4.37327 3.15097
H: 0.79882 3.06430 3.33527
C: 0.81194 -5.85456 3.36866
C: -0.47415 -5.12063 3.43207
C: -0.84989 -4.69248 4.86795
O: -0.44734 -4.01561 2.57484
H: 1.00818 -6.45031 2.44917
H: 0.81373 -6.63095 4.17686
H: 1.64974 -5.18368 3.60841
H: -1.30293 -5.73940 3.00759
H: -0.73453 -5.46988 5.61277
H: -1.91565 -4.30822 4.78509
H: -0.24289 -3.79522 5.10995
H: -0.25579 -3.20758 3.05276
C: 3.69117 -0.35280 -3.96151
C: 2.25360 -0.71538 -4.15822
C: 1.83597 -1.97244 -3.49579
O: 1.45275 0.34483 -3.64508
H: 4.32855 -1.20535 -4.36322
H: 3.96461 -0.35564 -2.90391
H: 3.87881 0.66926 -4.22199
H: 2.14006 -0.75804 -5.25773
H: 2.54351 -2.83586 -3.69238
H: 0.91184 -2.26693 -3.96954
H: 1.76737 -1.86227 -2.40604
H: 0.56656 -0.04265 -3.71890
C: -1.68539 1.80483 -0.04207
C: -0.64841 0.70704 -0.30494
C: -1.26335 -0.39333 -1.33455
O: 0.53006 1.38818 -0.80976
H: -2.08390 2.09861 -1.01572
H: -1.34508 2.65716 0.49082
H: -2.55392 1.46768 0.57135
H: -0.29604 0.22228 0.60054
H: -0.52287 -1.22533 -1.54306
H: -1.54433 0.13277 -2.27725
H: -2.15224 -0.69171 -0.80390
H: 0.61855 1.18963 -1.77001
C: -2.28237 1.41993 3.58522
C: -1.78368 0.39368 4.60180
C: -0.96755 -0.71577 3.91983
O: -1.06499 0.92221 5.70492
H: -3.30442 1.71311 3.92261
H: -2.32731 0.95951 2.56644
H: -1.68714 2.31585 3.54766
H: -2.69750 -0.05295 5.00484
H: -0.21414 -0.32256 3.23491
H: -1.68018 -1.47784 3.51182
H: -0.31925 -1.16664 4.70413
H: -0.43953 1.54748 5.32121
C: -0.12550 3.47710 -3.68187
C: -1.59265 3.64376 -4.06951
C: -1.83302 3.68487 -5.60710
O: -2.23092 2.51896 -3.43637
H: -0.05804 3.52382 -2.57656
H: 0.52313 4.15453 -4.15123
H: 0.17949 2.51146 -4.02331
H: -1.99984 4.56662 -3.68996
H: -1.40872 2.72021 -5.98367
H: -1.24582 4.52944 -6.03349
H: -2.85993 3.83268 -5.92177
H: -3.12839 2.47633 -3.80836
C: 3.22279 -6.71335 -2.69748
C: 2.14637 -7.26463 -1.72137
C: 2.02139 -6.44033 -0.37552
O: 0.85443 -7.32081 -2.37274
H: 2.86483 -5.82762 -3.22651
H: 3.43607 -7.44237 -3.45693
H: 4.22448 -6.55971 -2.18980
H: 2.48957 -8.24724 -1.39935
H: 1.16176 -6.82746 0.30588
H: 1.75645 -5.42036 -0.53271
H: 2.99130 -6.43415 0.04203
H: 1.01503 -6.82966 -3.17219
C: 3.41175 5.32749 -0.04480
C: 2.63385 4.20110 -0.63181
C: 3.45777 3.24809 -1.45665
O: 1.98425 3.53639 0.40645
H: 4.00760 5.01438 0.76898
H: 2.75726 6.20503 0.20100
H: 4.10032 5.82195 -0.72899
H: 1.85772 4.66949 -1.27052
H: 2.92677 2.48332 -1.92873
H: 4.11064 2.75414 -0.75314
H: 4.12161 3.79374 -2.09682
H: 1.50614 2.70539 0.10586
C: -1.30385 6.05839 1.14498
C: -0.53934 5.42569 2.35290
C: -1.48002 5.04511 3.51924
O: 0.06183 4.19111 1.98607
H: -0.63125 6.31910 0.34005
H: -1.83708 6.94882 1.50661
H: -2.17227 5.49706 0.70110
H: 0.14002 6.14539 2.78618
H: -2.51576 4.88100 3.08892
H: -1.51853 5.82534 4.38896
H: -1.15681 4.11514 3.96573
H: 0.80798 4.28046 1.28362
C: -4.71533 -0.21316 -4.31135
C: -5.70205 0.71189 -3.62568
C: -5.49617 0.78078 -2.12811
O: -5.53448 2.03985 -4.17507
H: -4.75636 -0.12412 -5.39388
H: -4.90528 -1.22375 -3.88448
H: -3.73716 0.12639 -3.91807
H: -6.70597 0.35468 -3.82832
H: -5.97891 -0.10244 -1.66973
H: -5.88544 1.75126 -1.74578
H: -4.47106 0.81084 -1.76128
H: -5.70101 2.70158 -3.47360
C: 2.49126 -2.00385 1.54108
C: 3.54761 -1.14858 0.72686
C: 4.60625 -2.09875 0.21560
O: 2.88234 -0.53382 -0.40519
H: 1.72420 -1.30031 2.04018
H: 2.94345 -2.66783 2.27723
H: 1.90982 -2.53828 0.75404
H: 4.00281 -0.40694 1.41300
H: 5.03423 -2.66744 1.02970
H: 5.41724 -1.51315 -0.27458
H: 4.06079 -2.72481 -0.53405
H: 2.25003 0.11891 -0.12936

Relative energy (zero: lowest compared OMol25 entry of this formula, charge and spin) in kcal per mole: 84.5
Highest occupied orbital energy in Ha: -0.355
SMILES: CC(C)O.CC(C)O.CC(C)O.CC(C)O.CC(C)O.CC(C)O.CC(C)O.CC(C)O.CC(C)O.CC(C)O.CC(C)O.CC(C)O
Net charge: 0

---

# C36H96O36S12

12 unconnected molecules or ions with the total composition C36H96O36S12 (wB97M-V/def2-TZVPD, the Open Molecules 2025 dataset).

Element x y z (Å)
C: 0.01777 1.60448 -2.23566
C: 0.79971 1.15016 -0.99467
O: 0.07205 0.10708 -0.31833
S: 0.00088 0.02982 1.36603
C: -1.33789 1.35589 1.50785
O: -0.58441 -1.25271 1.74846
O: 1.23762 0.57901 2.04355
H: 0.56537 2.38149 -2.76903
H: -0.96588 2.01764 -2.01242
H: -0.14070 0.73902 -2.87907
H: 1.85240 0.90727 -1.13941
H: 0.95040 2.06911 -0.42818
H: -1.48721 1.46207 2.58234
H: -2.22226 1.05690 0.94518
H: -0.80896 2.23747 1.14570
C: -4.14452 3.25337 4.77274
C: -4.73345 4.37529 3.78589
O: -5.03696 3.89775 2.51615
S: -3.92328 4.36626 1.38122
C: -4.38494 3.21904 0.05328
O: -4.16091 5.77915 1.05850
O: -2.64610 3.97120 1.96403
H: -4.87416 2.48091 5.01571
H: -3.85010 3.69120 5.72654
H: -3.21820 2.83522 4.37881
H: -5.69544 4.66433 4.20913
H: -4.11411 5.26894 3.86273
H: -3.68387 3.45834 -0.74630
H: -5.38249 3.47860 -0.30113
H: -4.41844 2.17315 0.35841
C: -3.33014 -5.21903 2.56467
C: -3.66403 -6.34965 1.60245
O: -2.47199 -6.96484 1.11624
S: -2.52508 -7.92378 -0.34048
C: -3.72727 -9.20890 0.33769
O: -3.22642 -7.23133 -1.43428
O: -1.16107 -8.50109 -0.48452
H: -4.22674 -5.15338 3.18103
H: -3.03170 -4.30562 2.05016
H: -2.52791 -5.43456 3.27041
H: -4.23731 -7.02428 2.23832
H: -4.30301 -5.84276 0.87936
H: -3.42602 -9.81864 1.18949
H: -4.10615 -9.88797 -0.42613
H: -4.58386 -8.60947 0.64598
C: -3.22281 -1.84032 -0.54458
C: -3.75764 -0.90614 -1.58508
O: -2.84691 -0.87910 -2.69572
S: -3.07579 0.25599 -3.88450
C: -4.52080 -0.52545 -4.78191
O: -3.38095 1.54204 -3.22366
O: -1.97788 0.04780 -4.88429
H: -4.04280 -2.14424 0.10606
H: -2.49475 -1.32344 0.08061
H: -2.74373 -2.77719 -0.82894
H: -4.71659 -1.24190 -1.97976
H: -4.03200 0.09642 -1.25689
H: -4.12148 -1.44314 -5.21375
H: -4.88524 0.15620 -5.55044
H: -5.24609 -0.71063 -3.98959
C: -0.50071 -4.17527 -0.35675
C: 0.61239 -5.23026 -0.00588
O: 1.29762 -4.62837 1.12291
S: 2.39151 -5.59500 2.01570
C: 3.68535 -5.75132 0.71535
O: 2.92064 -4.89989 3.18003
O: 1.64354 -6.86411 2.20922
H: -1.18045 -4.07181 0.48904
H: -1.05877 -4.49274 -1.23759
H: -0.12472 -3.16725 -0.53176
H: 0.19328 -6.18391 0.31505
H: 1.13403 -5.45319 -0.93663
H: 3.25475 -6.07894 -0.23087
H: 4.29051 -6.60508 1.02028
H: 4.26794 -4.84181 0.56882
C: 3.91947 3.44583 -3.18345
C: 3.69050 2.65785 -4.48509
O: 2.98521 3.36030 -5.42942
S: 2.58866 2.60595 -6.83589
C: 1.30920 1.52016 -6.16119
O: 1.95771 3.58029 -7.75577
O: 3.80607 1.81433 -7.19681
H: 4.73816 4.15851 -3.28310
H: 4.24363 2.76509 -2.39630
H: 2.97121 3.91687 -2.92455
H: 4.62505 2.29968 -4.91687
H: 3.13549 1.75826 -4.21900
H: 0.81582 1.03915 -7.00577
H: 0.55157 2.15401 -5.70041
H: 1.74391 0.82573 -5.44224
C: 0.15182 -2.15628 4.69822
C: 1.69817 -1.95012 4.47784
O: 2.11416 -1.19019 5.56836
S: 3.59585 -0.44733 5.55108
C: 2.88552 1.25129 5.31420
O: 4.13313 -0.55879 6.91028
O: 4.29197 -0.73350 4.28382
H: -0.22932 -2.92269 4.02335
H: -0.50504 -1.31782 4.46665
H: -0.00796 -2.55844 5.69863
H: 2.37254 -2.79910 4.36575
H: 1.83717 -1.42051 3.53534
H: 3.75742 1.86965 5.52756
H: 2.12212 1.41853 6.07404
H: 2.49252 1.42765 4.31293
C: 1.36402 -1.89402 -3.95686
C: 2.37950 -2.41119 -4.89981
O: 2.41430 -1.57249 -6.00428
S: 3.50938 -1.91124 -7.23194
C: 5.03369 -1.06048 -6.58099
O: 3.74480 -3.37030 -7.31397
O: 3.07068 -1.20461 -8.45711
H: 1.76081 -0.98255 -3.50978
H: 1.23927 -2.56379 -3.10601
H: 0.42836 -1.63081 -4.45017
H: 3.34184 -2.50677 -4.39694
H: 1.99069 -3.32223 -5.35468
H: 4.97676 0.01445 -6.75242
H: 5.84915 -1.57423 -7.09009
H: 4.98579 -1.25253 -5.50911
C: 3.38570 -1.80786 1.23412
C: 3.11206 -1.82727 -0.21655
O: 4.33894 -2.02851 -0.87466
S: 5.04085 -0.75182 -1.61584
C: 5.48787 0.39349 -0.20639
O: 6.24941 -1.27256 -2.30638
O: 4.00375 -0.10003 -2.40711
H: 2.71007 -2.52374 1.70224
H: 3.44338 -0.81210 1.67372
H: 4.27125 -2.42005 1.40481
H: 2.47627 -2.67684 -0.46573
H: 2.62969 -0.93008 -0.60446
H: 5.99283 1.24015 -0.67145
H: 6.08611 -0.20635 0.47946
H: 4.48882 0.63585 0.15592
C: -0.09715 5.26737 -0.90036
C: -0.35444 5.79430 -2.34054
O: -1.65937 5.39240 -2.76308
S: -2.18643 6.11873 -4.25387
C: -3.00463 4.60749 -4.88146
O: -3.23803 7.15897 -4.01170
O: -1.06417 6.49221 -5.14288
H: -0.38869 4.21929 -0.83225
H: -0.68097 5.83723 -0.17752
H: 0.95490 5.35838 -0.63016
H: -0.07072 6.83841 -2.47260
H: 0.38692 5.31937 -2.98315
H: -3.22259 4.80515 -5.93100
H: -3.98433 4.45585 -4.42837
H: -2.38358 3.73261 -4.68917
C: -1.47819 1.02087 6.20497
C: -2.62819 0.11101 5.87827
O: -2.82350 0.29450 4.45248
S: -4.26215 -0.21208 3.75579
C: -3.86393 -2.01748 3.49517
O: -5.38260 -0.01545 4.71812
O: -4.34094 0.38442 2.43134
H: -1.35536 1.06484 7.28713
H: -1.69218 2.05351 5.92935
H: -0.61459 0.70440 5.62004
H: -2.35248 -0.92352 6.08282
H: -3.50503 0.28638 6.50157
H: -3.80208 -2.51235 4.46439
H: -2.85116 -1.85600 3.12597
H: -4.60556 -2.49433 2.85431
C: 0.16103 3.73404 4.20452
C: 1.14698 4.33969 3.13691
O: 2.40635 3.64473 3.27192
S: 3.52529 3.43432 2.05658
C: 3.84392 5.26388 1.74325
O: 4.71711 2.85544 2.67477
O: 2.87141 2.85279 0.90030
H: 0.60719 3.85650 5.19146
H: -0.01049 2.65878 4.15449
H: -0.86700 4.09345 4.25005
H: 0.62593 4.28612 2.18101
H: 1.32858 5.40307 3.29292
H: 4.39913 5.25871 0.80527
H: 4.43688 5.67885 2.55830
H: 2.86657 5.71874 1.58201

Relative energy (zero: lowest compared OMol25 entry of this formula, charge and spin) in kcal per mole: 197.1
Highest occupied orbital energy in Ha: -0.387
SMILES: CCOS(C)(=O)=O.CCOS(C)(=O)=O.CCOS(C)(=O)=O.CCOS(C)(=O)=O.CCOS(C)(=O)=O.CCOS(C)(=O)=O.CCOS(C)(=O)=O.CCOS(C)(=O)=O.CCOS(C)(=O)=O.CCOS(C)(=O)=O.CCOS(C)(=O)=O.CCOS(C)(=O)=O
Net charge: 0

---

Number 1: gap between HOMO and LUMO 10.272 eV. Number 2: gap between HOMO and LUMO 10.235 eV.